Record 1
H22O11Xe | wB97M-V/def2-TZVPD

```
34
Properties=species:S:1:pos:R:3:forces:R:3
Xe 0.445 -0.324 -0.255 0.28 -0.27 0.11
O -0.765 -1.074 -4.357 0.27 -0.25 -0.30
H -0.960 -0.541 -3.587 -0.20 0.58 0.35
H -0.643 -1.958 -4.013 -0.09 -0.25 -0.04
O -0.440 -0.891 3.260 -0.50 -0.37 0.04
H 0.109 -0.176 2.938 0.44 0.80 -0.18
H 0.172 -1.607 3.427 0.03 -0.31 0.25
O -1.901 2.146 -0.159 -0.19 0.36 -0.80
H -1.151 2.653 0.153 0.39 0.21 0.22
H -2.237 1.710 0.624 -0.35 -0.49 0.68
O 1.497 -3.815 0.733 0.17 -0.33 0.33
H 2.227 -3.329 1.117 0.13 0.14 0.10
H 1.802 -4.052 -0.144 0.18 0.01 -0.51
O 0.905 1.500 2.798 0.10 -0.52 0.56
H 0.586 2.020 3.535 0.00 0.05 0.30
H 0.916 2.110 2.061 -0.04 0.35 -0.64
O 1.480 2.276 -2.454 0.53 0.73 0.33
H 0.530 2.159 -2.476 -0.35 -0.49 -0.07
H 1.832 1.427 -2.722 0.03 -0.22 -0.06
O -2.616 1.023 2.277 -0.26 0.28 -0.21
H -2.349 1.634 2.965 0.01 0.14 0.20
H -2.233 0.186 2.539 0.27 -0.57 0.12
O -0.991 -3.110 1.359 -0.91 -0.07 0.09
H -0.718 -2.279 1.749 -0.15 0.30 0.14
H -0.183 -3.491 1.015 0.43 -0.16 -0.07
O -1.213 1.201 -2.547 0.63 -0.25 -1.17
H -1.415 1.354 -1.624 -0.61 0.27 1.06
H -1.279 2.065 -2.954 -0.52 0.14 -0.33
O 2.191 -3.295 -1.918 0.10 -0.11 0.04
H 1.362 -2.902 -2.193 -0.30 0.17 0.02
H 2.772 -3.181 -2.670 0.23 -0.06 -0.17
O 0.576 3.249 0.722 -0.17 0.15 0.11
H 1.074 3.123 -0.085 0.41 -0.31 -0.64
H 0.616 4.191 0.885 0.00 0.36 0.13
```
Forces are in eV/Å.

Its molar mass is 329.45 g/mol. The calculation puts the HOMO-LUMO gap at 10.05 eV. The HOMO energy is -10.1639 eV. The calculation puts the total energy at -1170.20671 Eh.

Results of the natural (NBO) charge analysis, in e, for atoms 1 through 6: Xe 0.00; O -0.95; H 0.49; H 0.45; O -0.99; H 0.50

***

Record 2
H23O11 | wB97M-V/def2-TZVPD

```
34
Properties=species:S:1:pos:R:3:forces:R:3
O 1.358 -2.619 -0.872 -0.82 0.73 -1.05
H -1.130 0.939 1.624 -0.80 -0.57 1.76
H 0.102 -0.275 -1.258 5.89 -0.19 0.02
O 4.228 -0.603 -0.952 -3.79 1.61 0.88
H 0.661 -2.679 -1.571 0.34 -0.73 1.00
H -0.626 0.348 3.316 -0.91 -1.25 -1.66
O 0.606 -2.182 -3.475 -0.50 -4.90 8.38
H 2.410 1.040 -1.505 1.78 0.94 -0.18
H -3.915 0.125 0.227 -0.33 4.06 -1.20
O 0.229 -0.217 4.320 -0.30 -1.58 2.67
H 0.703 0.421 4.919 -0.59 -0.82 -0.75
H -3.833 2.811 -0.583 -0.25 0.01 -0.09
O -0.767 -0.263 -1.387 -7.04 0.36 0.33
H -3.388 -0.737 1.297 -1.92 -0.52 -3.15
H 3.216 -0.689 -0.691 3.14 -0.36 -0.50
O -1.215 -1.767 0.770 7.45 6.38 -4.48
H -1.339 -1.138 -0.073 -0.40 -2.23 1.54
H 1.917 -1.987 -1.339 0.71 -0.31 0.35
O -1.266 0.182 2.297 3.43 1.78 -0.58
H 1.048 -1.588 -3.029 3.46 5.29 1.53
O -3.744 2.759 0.370 1.43 0.24 -0.13
H 0.319 -2.282 -4.244 -3.05 -0.07 -10.43
H 4.256 0.387 -0.870 0.75 -1.19 -0.10
O 3.174 3.204 -0.012 -5.78 -3.47 1.72
H -4.510 2.335 0.714 -1.20 -0.35 0.26
H 2.446 3.603 -0.451 0.59 1.28 -0.81
O 1.486 0.971 -1.552 -1.55 -1.86 0.53
H 4.039 3.339 -0.010 5.27 2.16 -0.93
H 1.045 1.739 -1.871 0.02 1.01 -0.46
O -3.907 -0.766 0.364 2.12 -3.35 4.32
H 0.010 -1.072 4.941 0.58 3.13 -2.37
H -0.684 -0.490 1.691 -1.93 -0.74 1.24
H -1.833 -2.245 1.114 -6.38 -4.27 2.46
H -1.098 -0.606 -2.219 0.58 -0.21 -0.13
```
Forces are in eV/Å.

Its molar mass is 199.17 g/mol. The charge is +1. The calculation puts the HOMO-LUMO gap at 10.26 eV. The HOMO energy is -13.8314 eV. The calculation puts the total energy at -840.98199 Eh.

Results of the natural (NBO) charge analysis, in e, for atoms 1 through 6: O -0.92; H 0.54; H 0.49; O -0.90; H 0.48; H 0.57

***

Record 3
H24Mg3O32S5 | wB97M-V/def2-TZVPD

```
64
Properties=species:S:1:pos:R:3:forces:R:3
Mg 1.048 -4.651 -0.231 -0.54 1.34 0.14
Mg -4.788 -0.213 -0.054 1.10 0.37 0.17
Mg 1.939 3.149 0.115 -1.17 -1.05 0.43
S 0.028 -0.112 0.104 0.28 1.59 -0.55
O 0.431 0.789 1.175 0.47 1.00 4.38
O -1.432 -0.160 0.019 -1.13 -0.50 -0.21
O 0.674 0.641 -0.965 0.95 1.76 -4.47
O 0.651 -1.419 0.096 0.27 -2.56 0.80
S 3.794 4.563 4.020 -0.36 -0.39 -0.75
O 3.256 4.561 2.633 -0.11 -0.36 -1.76
O 5.246 4.676 4.067 1.42 0.66 -0.58
O 3.143 5.641 4.726 -0.54 1.46 1.02
O 3.508 3.295 4.662 -0.80 -1.79 0.87
S -1.313 5.974 -1.585 0.62 0.44 -0.85
O -0.386 6.670 -2.511 0.37 0.20 -0.60
O -0.518 4.991 -0.819 0.47 -0.97 0.83
O -1.903 7.004 -0.718 -0.46 -0.33 0.30
O -2.335 5.281 -2.421 -0.21 -0.09 0.52
S -0.929 -5.404 3.839 0.21 2.25 1.97
O -0.675 -6.657 4.496 0.30 -2.29 0.57
O -2.353 -5.085 3.814 -1.90 0.16 -0.07
O -0.220 -4.330 4.566 0.30 0.37 0.09
O -0.483 -5.414 2.454 1.53 -0.39 -4.05
S 2.753 -4.119 -4.624 0.40 -0.65 -2.05
O 2.441 -4.298 -3.167 -0.51 -0.40 2.17
O 4.060 -3.494 -4.660 2.07 1.75 0.89
O 2.961 -5.394 -5.325 -1.11 -1.26 0.26
O 1.778 -3.278 -5.294 -1.12 0.19 0.11
O -1.296 3.185 3.925 -0.64 0.10 0.02
H -0.676 2.569 3.533 0.34 -0.27 -0.29
H -1.209 3.045 4.868 0.21 -0.01 0.18
O -1.830 -4.529 -1.262 0.49 -0.18 0.12
H -2.545 -4.419 -0.635 -0.03 0.15 0.52
H -2.262 -4.794 -2.074 0.19 -0.01 -0.34
O -5.230 -1.431 -2.742 -0.23 0.12 0.47
H -5.490 -0.784 -3.399 0.08 0.35 -0.17
H -5.173 -2.255 -3.226 0.23 -0.30 -0.04
O 3.069 4.570 -2.221 -0.03 -0.36 0.64
H 3.797 4.491 -2.839 0.21 -0.31 -0.01
H 2.522 5.267 -2.583 -0.72 0.30 0.07
O 3.761 -4.701 1.245 -0.39 -0.21 -0.45
H 4.525 -4.527 0.696 0.12 0.14 -0.34
H 4.097 -4.671 2.141 -0.29 0.08 0.40
O -4.997 -3.083 1.437 -0.26 0.39 -0.51
H -5.828 -3.557 1.464 -0.18 -0.08 0.02
H -4.416 -3.586 2.008 0.68 -0.18 0.47
O -1.365 -0.074 -4.750 -0.37 -0.16 -0.38
H -0.991 0.001 -3.872 0.29 -0.05 0.44
H -1.611 0.821 -4.983 0.04 0.25 0.05
O -4.827 2.588 -1.188 -0.50 -0.82 0.15
H -5.621 3.121 -1.143 -0.13 0.15 0.07
H -4.156 3.186 -1.516 0.86 0.42 -0.13
O -4.408 1.315 2.605 -0.49 -0.42 -0.37
H -5.139 1.801 2.988 -0.15 0.13 0.03
H -3.631 1.682 3.025 0.71 0.15 -0.02
O 2.010 -0.893 4.309 0.36 -0.01 0.32
H 1.854 -0.461 3.469 -0.18 0.26 -0.36
H 1.586 -1.747 4.223 -0.34 -0.34 -0.02
O 3.677 0.696 -4.372 0.36 0.54 -0.02
H 2.943 0.676 -3.759 -0.36 -0.15 0.14
H 3.981 -0.210 -4.413 -0.08 -0.53 -0.09
O 4.526 1.396 0.275 -0.39 0.40 -0.27
H 5.302 1.288 0.824 0.02 0.21 0.42
H 4.677 0.815 -0.471 -0.20 -0.26 -0.28
```
Forces are in eV/Å.

Its molar mass is 769.41 g/mol. The charge is -4. The calculation puts the HOMO-LUMO gap at 1.39 eV. The HOMO energy is 0.9443 eV. The calculation puts the total energy at -5012.85045 Eh.

Results of the natural (NBO) charge analysis, in e, for atoms 1 through 6: Mg 1.59; Mg 0.91; Mg 1.85; S 2.62; O -1.14; O -1.11

***

Record 4
H24NO10 | wB97M-V/def2-TZVPD

```
35
Properties=species:S:1:pos:R:3:forces:R:3
N 5.494 -12.112 32.815 1.37 -0.13 3.32
H 6.386 -11.703 32.958 1.86 0.26 -0.51
H 5.308 -12.347 31.909 -0.80 -0.74 -3.48
H 4.949 -11.444 33.256 -2.49 2.00 0.39
H 5.415 -12.879 33.452 0.04 -1.25 0.03
O 8.533 -10.570 32.754 0.31 -0.41 -0.74
H 8.831 -10.156 31.941 0.08 -0.13 -0.63
H 8.593 -9.819 33.297 -0.13 1.28 1.98
O 5.630 -15.046 32.267 0.61 -0.45 0.16
H 6.397 -15.594 32.536 -0.52 0.46 -0.12
H 5.092 -15.651 31.748 0.11 -0.33 -0.01
O 5.872 -9.508 34.455 -1.09 -2.42 -0.36
H 6.092 -9.132 33.631 0.35 0.41 -2.38
H 6.186 -8.842 34.997 0.76 1.86 2.55
O 5.389 -13.559 29.757 1.24 1.69 0.24
H 4.562 -13.909 29.522 -1.64 -0.84 -0.57
H 5.899 -14.203 30.229 0.44 -0.57 0.33
O 5.088 -10.589 29.155 -0.70 0.46 1.19
H 5.298 -11.518 29.048 0.14 -0.37 -0.11
H 4.429 -10.624 29.893 0.60 -0.11 -1.19
O 2.336 -11.574 33.567 1.29 -0.09 -0.77
H 1.654 -12.159 33.853 -0.72 -0.64 0.36
H 2.122 -10.716 33.895 -0.39 0.89 0.46
O 2.813 -14.051 32.253 -3.90 0.68 -1.06
H 3.539 -14.566 32.098 3.62 -1.81 0.08
H 2.209 -14.529 31.623 0.01 0.78 1.10
O 8.147 -12.542 31.152 -0.69 -0.70 1.53
H 8.407 -12.178 30.337 0.40 0.47 -1.86
H 8.297 -11.821 31.783 -0.04 -0.80 -0.08
O 2.872 -12.005 30.309 0.02 -0.21 -0.04
H 2.706 -12.765 30.878 0.45 -0.04 0.41
H 2.048 -11.536 30.411 -0.41 0.60 -0.21
O 6.383 -9.065 31.613 0.26 0.65 0.28
H 5.435 -8.986 31.466 0.03 0.14 -0.42
H 6.777 -8.258 31.226 -0.46 -0.58 0.12
```
Forces are in eV/Å.

Its molar mass is 198.19 g/mol. The charge is +1. The calculation puts the HOMO-LUMO gap at 10.28 eV. The HOMO energy is -13.2373 eV. The calculation puts the total energy at -821.29457 Eh.

Results of the natural (NBO) charge analysis, in e, for atoms 1 through 6: N -0.82; H 0.45; H 0.46; H 0.45; H 0.44; O -0.94

***

Record 5
H24NO15Zn2 | wB97M-V/def2-TZVPD

```
42
Properties=species:S:1:pos:R:3:forces:R:3
Zn 2.084 -0.915 1.297 -0.52 -1.01 -0.61
Zn -3.117 -0.066 -1.179 0.83 -0.10 1.03
N 0.067 0.448 -0.722 1.36 4.35 0.14
O 1.079 -0.115 -0.270 -0.03 -0.22 -0.79
O 0.156 1.665 -1.090 -0.58 -3.08 0.85
O -1.017 -0.118 -0.694 -1.63 -1.54 -0.23
O -1.385 2.357 1.577 -0.08 -0.05 -0.40
H -1.500 3.171 2.068 -0.28 0.51 0.46
H -0.646 2.530 0.994 0.39 0.24 -0.62
O -1.530 -0.006 2.641 -0.26 -0.81 0.11
H -1.727 0.332 3.514 -0.19 -0.11 0.55
H -1.548 0.765 2.075 0.09 0.78 -0.11
O 1.285 3.920 -2.133 -0.09 0.06 -0.06
H 1.675 4.205 -1.307 0.23 0.29 0.11
H 0.717 3.188 -1.890 0.05 0.25 -0.22
O 1.826 0.679 2.452 -0.10 0.28 0.27
H 1.503 1.515 2.116 0.16 0.37 -0.36
H 1.667 0.722 3.395 0.10 -0.24 0.64
O 2.159 -2.774 0.404 0.42 0.37 1.09
H 2.864 -3.410 0.525 0.42 -0.34 0.18
H 1.855 -2.921 -0.492 -0.53 -0.08 -1.22
O 1.270 -3.048 -2.262 -0.14 0.32 0.60
H 0.971 -3.562 -3.012 0.15 -0.49 -0.26
H 0.986 -2.154 -2.455 0.10 0.31 -0.23
O 2.060 1.447 -3.805 -0.19 -0.16 -0.01
H 2.526 0.619 -3.916 0.29 -0.21 -0.28
H 1.656 1.382 -2.939 0.01 0.29 0.23
O 0.253 -1.710 2.031 1.00 -0.60 -0.33
H -0.033 -2.567 2.346 0.41 -0.63 0.01
H -0.453 -1.114 2.282 -0.56 1.03 0.53
O -2.992 -1.951 -1.869 -0.12 0.63 -0.07
H -3.469 -2.693 -1.498 -0.56 -0.28 0.34
H -2.352 -2.349 -2.461 0.41 0.11 -0.57
O -3.225 1.759 -0.378 -0.60 -0.59 -1.01
H -3.772 2.539 -0.472 -0.61 0.31 -0.53
H -2.666 1.947 0.375 0.87 0.08 0.85
O 3.882 -0.259 0.588 -0.07 -0.38 0.37
H 4.694 -0.588 0.973 0.52 -0.23 0.25
H 4.165 0.407 -0.038 -0.19 0.48 -0.48
O -3.336 -0.884 0.746 -0.43 -0.02 -0.77
H -2.586 -1.016 1.325 0.63 0.21 0.46
H -4.047 -1.375 1.159 -0.67 -0.11 0.09
```
Forces are in eV/Å.

Its molar mass is 408.96 g/mol. The charge is +3. The calculation puts the HOMO-LUMO gap at 7.22 eV. The HOMO energy is -17.7060 eV. The calculation puts the total energy at -4755.37276 Eh.

Results of the natural (NBO) charge analysis, in e, for atoms 1 through 6: Zn 1.77; Zn 1.80; N 0.75; O -0.61; O -0.47; O -0.61

***

Record 6
H24NeO12 | wB97M-V/def2-TZVPD

```
37
Properties=species:S:1:pos:R:3:forces:R:3
Ne 0.303 -0.491 -0.630 0.01 0.01 0.03
O -2.076 1.596 1.929 -0.17 0.18 -0.03
H -2.397 1.130 1.158 -0.15 -0.45 -0.61
H -2.865 1.810 2.427 -0.17 0.22 0.30
O 2.606 2.282 -1.061 0.30 0.33 0.35
H 2.641 3.238 -1.025 0.19 0.24 0.01
H 1.851 2.090 -1.618 -0.61 -0.41 -0.63
O 3.634 -2.141 -2.071 -0.20 0.08 0.01
H 3.839 -2.974 -2.496 0.06 -0.29 0.02
H 3.911 -1.476 -2.702 0.09 0.30 -0.06
O -2.677 -2.874 2.312 -0.42 -0.25 -0.29
H -1.957 -3.209 2.846 0.18 0.03 0.25
H -2.267 -2.232 1.732 0.21 0.26 -0.02
O 0.585 2.452 1.941 0.39 0.20 0.07
H -0.325 2.166 1.853 -0.38 -0.03 0.17
H 0.873 2.614 1.043 0.29 -0.06 -0.25
O -2.006 -2.650 -0.958 0.09 0.26 -0.07
H -2.730 -3.189 -0.640 -0.25 -0.20 0.27
H -1.449 -3.258 -1.445 0.22 -0.11 -0.17
O -1.929 2.350 -1.834 0.02 0.57 -0.27
H -2.298 1.625 -1.330 -0.31 -0.70 0.23
H -1.986 3.104 -1.246 0.02 0.33 0.08
O -2.777 0.009 -0.539 -0.11 0.72 0.33
H -3.615 -0.433 -0.670 -0.26 -0.07 -0.05
H -2.124 -0.614 -0.858 0.33 -0.59 -0.06
O -0.842 -0.279 3.545 0.01 -0.64 0.40
H -1.336 0.282 2.946 -0.10 0.37 -0.18
H -0.119 -0.616 3.016 0.39 0.04 -0.02
O 0.486 1.717 -2.806 0.90 -0.17 -0.30
H -0.366 2.052 -2.525 -0.82 0.27 0.35
H 0.279 0.928 -3.308 0.14 -0.16 -0.13
O 2.313 -2.947 0.355 -0.17 -0.30 0.33
H 2.470 -2.332 -0.361 0.38 0.29 -0.32
H 1.405 -3.227 0.237 -0.20 -0.08 0.06
O 3.748 0.789 0.936 0.40 -0.49 0.38
H 3.395 1.287 0.198 -0.27 0.26 -0.41
H 3.801 1.423 1.650 -0.06 0.05 0.22
```
Forces are in eV/Å.

Its molar mass is 236.36 g/mol. The calculation puts the HOMO-LUMO gap at 9.65 eV. The HOMO energy is -10.0076 eV. The calculation puts the total energy at -1046.21993 Eh.

Results of the natural (NBO) charge analysis, in e, for atoms 1 through 6: Ne 0.00; O -0.97; H 0.50; H 0.49; O -0.98; H 0.47

***

Among the records above, which one has the lowest HOMO energy? H24NO15Zn2

***

Among the records above, which one has the highest HOMO energy? H24Mg3O32S5